Record 1
17
Properties=species:S:1:pos:R:3 method="wB97M-V/def2-TZVPD" relative_energy_ev=5.294 lumo_ev="-0.637 / -0.634" gap_ev="7.15 / 7.15" multiplicity=1 molar_mass_g_mol=111.14
C 0.95865 -0.61526 -0.73740
C 1.37042 0.81729 -0.62977
C -1.77826 -0.21880 -0.00639
C -0.52996 -0.64398 0.62095
C 0.14544 1.61197 -0.30757
C -0.86236 1.03947 0.45387
O 1.78374 -1.57978 -0.24268
N -0.21800 -1.42872 1.57730
H 1.55760 -1.72258 0.70131
H 0.49856 -0.89140 -1.68449
H -0.92825 -2.13870 1.75554
H 1.79044 1.13466 -1.59003
H 2.15101 0.95724 0.13031
H -2.68522 -0.37954 0.58017
H -1.88428 -0.27375 -1.08250
H 0.07632 2.64125 -0.64047
H -1.44584 1.69062 1.10188

---

Record 2
19
Properties=species:S:1:pos:R:3 method="wB97M-V/def2-TZVPD" smiles="C=O.O.O.O.O.O" relative_energy_ev=0.083 lumo_ev=0.489 gap_ev=11.09 multiplicity=1 molar_mass_g_mol=120.10
C -3.45947 -0.27884 1.40009
O -2.95432 -1.36485 1.30373
H -4.31804 -0.12946 2.07601
H -3.15975 0.55444 0.74360
O 2.32055 1.67089 0.83464
H 2.04611 0.74974 0.98487
H 3.22266 1.76506 1.14875
O 0.43641 -0.25346 -2.75476
H 1.32225 -0.20409 -3.12077
H 0.30606 0.55919 -2.21710
O -0.21145 -1.76240 -0.51759
H 0.06563 -1.29350 -1.33392
H -1.15727 -1.90027 -0.62685
O 0.36087 1.97234 -1.10099
H 1.20843 1.98549 -0.60942
H -0.27901 1.70748 -0.42348
O 1.73599 -1.02177 1.43020
H 1.19714 -1.24305 0.64139
H 1.31722 -1.51293 2.14160

---

Record 3
83
Properties=species:S:1:pos:R:3 method="wB97M-V/def2-TZVPD" lumo_ev="-0.850 / -0.837" gap_ev="5.81 / 5.86" multiplicity=1 molar_mass_g_mol=1042.63
W -0.10627 -0.88531 -1.12208
Cl 0.26371 -3.96869 -1.42184
C 0.20372 -4.59139 0.18661
C -0.05630 -5.93309 0.39522
C -0.07808 -6.44014 1.68246
C 0.14769 -5.59628 2.75825
C 0.37997 -4.25169 2.54268
Cl 0.62703 -3.20401 3.88925
C 0.40595 -3.71125 1.25148
S 0.64208 -1.99878 1.05353
H -0.24289 -6.56338 -0.45691
H -0.27499 -7.48818 1.84612
H 0.13117 -5.96536 3.77026
S 2.17177 -1.54408 -1.90462
C 3.34617 -0.28976 -1.52941
C 4.59855 -0.30336 -2.14875
C 5.55291 0.63235 -1.80596
C 5.30441 1.57633 -0.81630
C 4.06142 1.61144 -0.21084
C 3.07225 0.69743 -0.57487
As 1.24802 0.78987 0.14456
C 1.18967 2.76768 0.06715
C 1.41683 3.59004 1.16983
C 1.53870 4.95992 1.00358
C 1.45257 5.51650 -0.26195
C 1.22152 4.70498 -1.36264
C 1.08372 3.33642 -1.20207
C 1.71342 0.58348 2.07312
C 2.88501 -0.03934 2.49592
C 3.07057 -0.35069 3.83245
C 2.08348 -0.06599 4.76015
C 0.90891 0.54335 4.35230
C 0.73100 0.87002 3.02053
H 4.81015 -1.04915 -2.90105
H 6.50726 0.61994 -2.30983
H 6.07267 2.27959 -0.52928
H 3.83005 2.34123 0.56351
H 1.51110 3.14241 2.15417
H 1.72118 5.58937 1.86141
H 1.57834 6.58102 -0.39133
H 1.16010 5.14021 -2.34840
H 0.89797 2.69163 -2.06025
H 3.64000 -0.30901 1.76568
H 3.97844 -0.84308 4.14874
H 2.22515 -0.32826 5.79759
H 0.12806 0.74718 5.07126
H -0.18850 1.34197 2.68786
O -2.61365 -3.23690 -3.19783
C -2.10658 -2.12521 -3.15393
O -1.29026 -1.77159 -2.19938
C -2.33796 -1.07828 -4.17576
C -3.45069 -1.22848 -5.00241
C -3.68991 -0.35092 -6.03616
C -2.80031 0.69484 -6.25514
C -1.69486 0.85746 -5.44629
C -1.44494 -0.01456 -4.38471
S 0.04632 0.26936 -3.48884
H -4.10608 -2.06286 -4.80587
H -4.54974 -0.48119 -6.67733
H -2.96787 1.38841 -7.06622
H -0.98706 1.65343 -5.62497
C -2.26905 4.03536 -0.20498
N -2.27674 2.90927 0.68205
C -2.52852 2.94515 2.01844
C -2.57515 1.67596 2.48171
N -2.35275 0.81335 1.40928
C -2.15220 1.60092 0.29284
S -1.79707 1.14137 -1.29899
C -2.37200 -0.56603 1.46027
C -2.64803 -1.24958 2.65777
C -2.83692 -2.60768 2.63198
C -2.79217 -3.26933 1.38959
C -2.44762 -2.55320 0.27720
N -2.15262 -1.23545 0.28430
H -3.07511 4.71750 0.06456
H -2.42374 3.67064 -1.21856
H -1.31760 4.56793 -0.15432
H -2.66276 3.87194 2.53839
H -2.74829 1.31704 3.47089
H -2.70766 -0.71122 3.59108
H -3.03512 -3.15440 3.54155
H -2.99682 -4.32256 1.30431
H -2.40413 -3.04456 -0.69180

---

Record 4
55
Properties=species:S:1:pos:R:3 method="wB97M-V/def2-TZVPD" relative_energy_ev=0.531 lumo_ev=-0.259 gap_ev=8.90 multiplicity=1 molar_mass_g_mol=434.58
C 2.86809 0.03869 -5.64508
C 1.61876 0.32793 -4.85111
O 0.64979 0.84887 -5.35515
C 1.62435 -0.05676 -3.41440
C 0.46084 0.16601 -2.67518
C 0.38965 -0.16544 -1.34048
C 1.49519 -0.72432 -0.70364
C 2.65968 -0.95649 -1.43258
C 2.72233 -0.62468 -2.77147
H 3.64090 -0.80739 -3.30591
H 3.52680 -1.38228 -0.95267
N 1.41930 -1.06783 0.65772
C 0.85976 -0.24792 1.56500
N 0.38196 0.91917 1.27420
C -0.08569 1.62076 2.34516
O -0.02176 1.16881 3.48752
C -0.62189 2.98525 2.02621
C -2.02082 3.22417 2.60995
C -3.17552 2.68462 1.75844
C -3.13382 1.15838 1.55883
H -3.79602 0.63931 2.25075
C -3.52007 0.92775 0.09886
H -3.15645 -0.02530 -0.28532
H -4.60594 0.94735 -0.00941
C -2.90916 2.12998 -0.61278
H -1.83004 1.99727 -0.70379
H -3.32220 2.28560 -1.60866
C -3.22394 3.28587 0.33657
H -4.22740 3.66087 0.13049
H -2.53136 4.11793 0.21925
H -2.12277 0.79143 1.72991
H -4.09563 2.95083 2.28796
H -2.16675 4.29943 2.73424
H -2.06054 2.76614 3.60084
H -0.60096 3.12526 0.94779
H 0.06814 3.69849 2.48460
S 0.86624 -0.87074 3.19594
C 1.53375 -2.49933 2.57809
C 0.43575 -3.52368 2.46112
H 0.18054 -3.99279 3.40416
H -0.45345 -3.14219 1.96600
S 1.21023 -4.72294 1.33505
O 0.25161 -5.45726 0.56210
O 2.22091 -5.45984 2.03532
C 2.01632 -3.44078 0.29918
H 2.96988 -3.83177 -0.03805
C 2.14365 -2.21769 1.19541
H 3.19948 -1.93920 1.32597
H 1.35750 -3.27577 -0.54796
H 2.29502 -2.84896 3.27438
H -0.51358 0.00747 -0.78073
H -0.38953 0.59916 -3.18004
H 3.71307 0.57824 -5.22281
H 3.08741 -1.02654 -5.62624
H 2.71844 0.35685 -6.67355

---

Record 5
108
Properties=species:S:1:pos:R:3 method="wB97M-V/def2-TZVPD" lumo_ev=-2.390 gap_ev=8.48 multiplicity=1 molar_mass_g_mol=795.98 total_charge=+1
C -3.11606 4.46329 0.02690
C -4.17489 3.64382 0.72920
C -5.45742 3.53311 -0.05568
C -5.23776 3.32849 -1.52719
N -4.33255 2.20046 -1.80097
C -4.96222 1.21453 -2.60897
C -4.87720 1.56470 -4.08109
C -3.40137 1.17269 -4.46660
C -2.95858 0.27759 -3.30067
C -1.98041 -0.83657 -3.55075
C -1.22860 -1.32588 -2.29368
C 0.27244 -1.03809 -2.41891
C 1.04001 -1.73967 -1.28740
O 1.44926 -0.92797 -0.17767
C 2.49003 -0.13501 -0.48152
O 3.10595 0.47951 0.33206
N -4.24171 -0.07970 -2.61008
C -4.85854 -1.22354 -3.34491
C -6.35153 -1.44544 -3.09714
C -6.60847 -2.69101 -2.26372
C -6.63895 -2.36896 -0.76742
S -5.29910 -3.13588 0.11872
O -4.50620 -3.89787 -0.76174
O -5.81162 -3.82729 1.23198
O -4.41315 -1.89798 0.58736
H -2.63609 3.83820 -0.71221
H -3.52808 5.33799 -0.45699
H -2.38006 4.79899 0.72261
H -3.75866 2.65826 0.87874
H -4.39878 4.05445 1.70193
H -6.09304 4.38869 0.10153
H -6.01065 2.68357 0.32559
H -6.21047 3.22156 -1.99461
H -4.80334 4.21204 -1.96127
H -3.50202 2.55714 -2.24357
H -5.94456 1.16895 -2.17831
H -5.20224 2.56221 -4.31534
H -5.55065 0.94479 -4.66065
H -3.48022 0.64673 -5.39915
H -2.83828 2.07941 -4.57839
H -2.38949 0.96853 -2.70145
H -1.22260 -0.41502 -4.18980
H -2.40963 -1.65813 -4.10328
H -1.56848 -0.80587 -1.40954
H -1.30906 -2.39354 -2.18303
H 0.48707 0.02083 -2.42622
H 0.64094 -1.43879 -3.35231
H 0.36328 -2.47315 -0.88784
H 1.89485 -2.27064 -1.66905
H 2.79634 -0.16061 -1.53222
H -3.98488 -0.35919 -1.66006
H -4.34871 -2.10216 -2.99103
H -4.66317 -1.17481 -4.39778
H -6.82092 -1.58853 -4.05495
H -6.86659 -0.61231 -2.64796
H -7.59389 -3.04045 -2.51608
H -5.93409 -3.49587 -2.49854
H -7.54086 -2.75380 -0.32960
H -6.66954 -1.31033 -0.58798
H -4.71109 -1.68272 1.48284
C 5.33404 -8.63982 -1.16808
C 5.24006 -9.28479 0.06045
C 4.92436 -8.56707 1.20022
C 4.71182 -7.19826 1.11992
C 4.82802 -6.54636 -0.11112
C 5.12915 -7.27459 -1.25390
C 4.64933 -5.07154 -0.21386
O 4.74042 -4.50166 -1.28225
C 4.35886 -4.30852 1.03342
C 4.24499 -2.92775 0.97048
C 3.95873 -2.20270 2.11139
C 3.77755 -2.85669 3.32587
C 3.89814 -4.23357 3.39818
C 4.19703 -4.96366 2.25576
C 4.35451 -6.44380 2.35575
O 4.19992 -7.01484 3.41268
H 5.57295 -9.20512 -2.05852
H 5.41224 -10.35034 0.12639
H 4.84529 -9.06548 2.15569
H 5.20673 -6.76909 -2.20576
H 4.38473 -2.42268 0.02441
H 3.87413 -1.12555 2.05393
H 3.54575 -2.28955 4.21777
H 3.76366 -4.74620 4.33999
C 3.95921 1.59259 4.03689
C 2.91115 1.75410 3.13705
C 2.65161 3.00431 2.59761
C 3.44059 4.09455 2.96997
C 4.47523 3.92352 3.89541
C 4.73440 2.66987 4.41638
C 5.30404 5.07738 4.34773
O 6.20155 4.92367 5.14586
C 4.99378 6.42520 3.79589
C 5.71517 7.52296 4.24170
C 5.44860 8.77939 3.72796
C 4.46491 8.94349 2.75894
C 3.73949 7.85286 2.31471
C 3.99388 6.59172 2.83680
C 3.18134 5.43462 2.37157
O 2.32570 5.58274 1.52521
H 4.16833 0.61413 4.44888
H 2.31004 0.90086 2.85754
H 1.84558 3.13931 1.89012
H 5.54413 2.54067 5.12022
H 6.48153 7.39077 4.99189
H 6.00885 9.63465 4.08007
H 4.26333 9.92572 2.35376
H 2.97148 7.97687 1.56480

---

Record 6
9
Properties=species:S:1:pos:R:3 method="wB97M-V/def2-TZVPD" relative_energy_ev=4.732 lumo_ev="-4.518 / -6.625" gap_ev="10.35 / 8.51" multiplicity=1 molar_mass_g_mol=122.97 total_charge=+1
C -0.06016 0.20579 -0.88092
C -1.05250 0.23606 0.24432
N -0.05306 -0.87789 0.17096
Br -2.83372 -0.05293 -0.11628
H -0.47468 -0.01524 -1.91690
H 0.65775 0.90187 -0.97020
H -0.80700 1.15902 2.58359
H -0.43799 -1.77319 0.03683
H 0.63204 -0.92988 0.95034

---

Record 7
13
Properties=species:S:1:pos:R:3 method="wB97M-V/def2-TZVPD" smiles="C=C[C@H](O)PO" relative_energy_ev=2.263 lumo_ev=0.653 gap_ev=9.87 multiplicity=1 molar_mass_g_mol=106.06
C 0.80118 -1.14375 -0.98364
C 1.05269 -0.21532 -0.02658
C -0.07304 -0.02314 1.10847
O -0.75248 -1.12643 1.57634
P -1.03686 1.50473 0.39375
O -1.36391 1.06893 -1.11740
H 1.15336 -0.93027 -1.98776
H 0.23291 -2.01005 -0.79830
H 1.64895 0.66659 -0.02270
H 0.38930 0.55071 1.97030
H -1.60243 -1.07619 1.08766
H 0.18518 2.25044 0.28833
H -0.63485 0.48375 -1.48848

---

Record 8
94
Properties=species:S:1:pos:R:3 method="wB97M-V/def2-TZVPD" relative_energy_ev=3.250 lumo_ev="-4.012 / -3.857" gap_ev="6.10 / 6.29" multiplicity=2 molar_mass_g_mol=936.55 total_charge=+1
Pt -1.47170 0.16397 -0.44076
Cl -0.10496 3.68599 6.04506
C 0.33867 2.93101 4.55158
C 1.27841 1.89380 4.56362
C 1.64230 1.26979 3.40072
Cl 2.85418 0.04035 3.47255
C 1.08165 1.62250 2.13615
O 1.41576 0.94743 1.07812
C 0.18033 2.72189 2.16413
C -0.36981 3.23186 0.95005
O -0.08454 2.83271 -0.17120
C -0.18746 3.34822 3.36737
H 1.73146 1.58935 5.49763
H -1.10005 4.05850 1.04947
H -0.88648 4.17675 3.33559
C -4.82763 -2.40822 -3.00117
C -5.11238 -1.87388 -1.75432
C -4.09146 -1.28740 -1.03177
N -2.83680 -1.22612 -1.49348
C -2.55971 -1.74164 -2.69535
C -3.52818 -2.34408 -3.47634
H -5.60740 -2.87006 -3.59199
H -6.11070 -1.90553 -1.34067
H -4.26115 -0.85947 -0.05175
H -1.53380 -1.67172 -3.02291
H -3.25788 -2.74967 -4.44120
C -2.69256 -4.51147 1.99937
C -2.50362 -3.37944 1.01849
O -2.54240 -2.11049 1.72079
P -1.32464 -1.06349 1.56038
O -0.02827 -1.87049 1.94934
C 0.11500 -2.44913 3.28849
C 0.99043 -3.67126 3.19729
O -1.54603 -0.14327 2.83522
C -2.72904 0.67775 3.01142
C -3.69846 0.01908 3.96287
H -2.76258 -5.45623 1.45812
H -3.61246 -4.37242 2.56731
H -1.85823 -4.58162 2.69644
H -3.30965 -3.37252 0.28638
H -1.55734 -3.47720 0.48044
H -0.87647 -2.68599 3.67353
H 0.55805 -1.68237 3.92023
H 0.57398 -4.40277 2.50260
H 1.06469 -4.13631 4.18156
H 1.99243 -3.40594 2.86480
H -3.18129 0.87066 2.03585
H -2.36358 1.62291 3.40979
H -4.06312 -0.92586 3.56270
H -4.54979 0.68128 4.12926
H -3.21892 -0.16440 4.92423
C -2.43262 1.59708 -1.21048
H -3.44295 1.50288 -1.62060
H -2.07670 2.62934 -1.22955
C 0.85408 -2.55573 -1.66985
Si 2.18308 -1.34286 -1.08900
C 3.53832 -1.39233 -2.40099
C 2.95394 -1.98891 0.48501
Ge 1.29612 0.95182 -0.95603
Si 3.35133 2.30467 -0.96791
C 4.57521 1.41555 0.14955
C 4.22971 2.67039 -2.58996
C 2.95662 3.97530 -0.19601
Si 0.36209 1.70626 -3.10719
C -1.24585 1.19070 -3.98705
C 0.40909 3.58587 -3.21115
C 1.63642 0.88393 -4.21523
H 1.27864 -3.56466 -1.63876
H 0.54618 -2.36460 -2.70109
H -0.03454 -2.54808 -1.03135
H 3.93348 -2.41358 -2.42666
H 4.37090 -0.72353 -2.17469
H 3.17413 -1.16569 -3.40196
H 2.95826 -3.08228 0.46495
H 2.40504 -1.64995 1.35572
H 3.98687 -1.64647 0.57292
H 5.23287 0.75375 -0.41754
H 4.08718 0.83327 0.93077
H 5.20651 2.16635 0.63495
H 4.69587 1.79053 -3.03829
H 5.03198 3.36875 -2.32624
H 3.60937 3.15335 -3.34529
H 2.40173 3.92560 0.73931
H 2.41449 4.62414 -0.88675
H 3.92122 4.44638 0.01937
H -2.17512 1.17830 -3.41707
H -1.13811 0.20149 -4.44064
H -1.38250 1.89882 -4.80977
H 0.05950 4.04814 -2.29047
H -0.22255 3.92541 -4.03578
H 1.41888 3.95371 -3.40635
H 1.38396 -0.16800 -4.36589
H 2.67037 0.95974 -3.89379
H 1.55079 1.37977 -5.18916

---

Record 9
14
Properties=species:S:1:pos:R:3 method="wB97M-V/def2-TZVPD" relative_energy_ev=3.498 lumo_ev=0.590 gap_ev=8.78 multiplicity=1 molar_mass_g_mol=87.20
C -1.85038 -0.70752 -0.21684
C 0.85215 0.92641 -1.28957
C 1.09501 -1.13397 0.99212
N -1.61687 0.15567 0.91579
Si -0.03048 -0.03960 0.11622
H -2.13677 -1.73646 0.12418
H -2.27992 -0.11657 -1.05634
H 0.31362 1.75771 -1.64746
H 1.87390 1.15601 -1.05939
H 1.02707 0.14168 -2.15325
H 2.16298 -1.03287 0.76927
H 1.18049 -1.05301 2.16185
H 0.72159 -2.04108 0.68268
H -2.41459 1.34456 1.46413

---

Record 10
15
Properties=species:S:1:pos:R:3 method="wB97M-V/def2-TZVPD" smiles="[H]/N=C1/CCCSN1" relative_energy_ev=2.531 lumo_ev=0.760 gap_ev=9.25 multiplicity=1 molar_mass_g_mol=116.19
H -2.61758 -0.99603 0.88108
N -2.60046 -0.11959 0.31775
C -1.36790 -0.20694 -0.11299
C -0.70171 1.05774 -0.56174
C 0.39918 1.63362 0.15386
C 1.62628 0.63597 0.46760
S 1.27823 -0.96392 -0.20936
N -0.35320 -1.18954 0.00551
H -1.41952 1.81040 -0.81969
H -0.46535 0.71642 -1.53452
H 0.07273 2.07386 1.04788
H 1.01095 2.47628 -0.47267
H 1.86230 0.55431 1.58756
H 2.60316 1.07942 0.04101
H -0.55774 -1.85050 0.67588

---

Record 11
15
Properties=species:S:1:pos:R:3 method="wB97M-V/def2-TZVPD" relative_energy_ev=4.427 lumo_ev=0.915 gap_ev=8.42 multiplicity=1 molar_mass_g_mol=100.12
N 2.00827 0.07747 -1.35518
C 1.57881 -0.51708 -0.24978
O 2.09410 -1.60442 0.21880
C 0.44642 -0.16390 0.56925
N -0.53270 0.68799 -0.07647
C -1.79343 0.82070 0.62697
C -1.70677 0.00890 -0.60912
H 2.65138 -0.38123 -1.98128
H 1.53786 0.92527 -1.64109
H 1.05638 -1.57455 0.84342
H 0.80404 0.28900 1.50178
H -1.89398 0.27639 1.56538
H -2.25182 1.80747 0.61120
H -1.73925 -1.07356 -0.49688
H -2.09431 0.39918 -1.54820

---

Number 1: calculated total energy -363.8297 Eh. Number 2: calculated total energy -496.7273 Eh. Number 3: calculated total energy -6673.0636 Eh. Number 4: calculated total energy -2022.6854 Eh. Number 5: calculated total energy -2929.9977 Eh. Number 6: calculated total energy -2707.4732 Eh. Number 7: calculated total energy -610.2748 Eh. Number 8: calculated total energy -5855.3819 Eh. Number 9: calculated total energy -463.8046 Eh. Number 10: calculated total energy -664.8398 Eh. Number 11: calculated total energy -341.8410 Eh.